[1]
90
Properties=species:S:1:pos:R:3 method="wB97M-V/def2-TZVPD" lumo_energy_ev="-6.8 / -6.3" multiplicity=3 total_energy_ha=-3661.94011 total_charge=+2 gap_ev="6.45 / 6.95" e_homo_ha="-0.4856 / -0.4856"
W 7.3908 -17.2588 -6.1092
N 12.3346 -16.2507 -4.8558
C 11.1292 -17.1552 -5.1108
C 11.5061 -18.6288 -4.8401
P 9.8747 -16.5656 -3.9198
O 10.0794 -17.5368 -2.6818
O 10.1909 -15.1538 -3.6583
O 8.5290 -16.9140 -4.5099
P 10.6364 -17.0182 -6.9938
O 11.3726 -15.6694 -7.4718
O 11.2110 -18.2092 -7.6251
O 9.0852 -16.8065 -7.1087
H 12.8991 -16.5880 -4.0587
H 11.8533 -15.4024 -4.3683
H 12.8736 -15.9586 -5.6632
H 11.7226 -18.8058 -3.8057
H 12.2911 -18.8780 -5.5654
H 10.6271 -19.2545 -5.0393
H 9.8727 -17.0752 -1.7960
H 11.8436 -15.8480 -8.2608
I 5.9633 -14.8139 -5.6991
C 6.9500 -14.4156 -3.8624
C 7.4161 -13.1559 -3.8220
C 8.0368 -12.5911 -2.6665
C 8.1249 -13.4209 -1.5984
C 7.7469 -14.7783 -1.6816
C 8.0284 -15.6184 -0.5151
C 7.5350 -16.9200 -0.4751
C 6.9283 -17.5100 -1.6208
C 6.7408 -16.8386 -2.7388
P 6.0345 -17.8297 -4.1154
C 4.2285 -17.7064 -4.1364
C 3.4344 -17.5737 -5.2969
C 2.0421 -17.5194 -5.2007
C 1.4361 -17.5562 -3.9825
C 2.2184 -17.6690 -2.7780
C 3.5780 -17.8217 -2.9099
C 6.4135 -19.5313 -3.7930
C 5.4705 -20.5526 -4.0819
C 5.8770 -21.8250 -4.2148
C 7.2242 -22.1700 -4.1738
C 8.1691 -21.2273 -3.8311
C 7.7604 -19.9017 -3.6132
C 7.0197 -15.3901 -2.7741
H 7.2222 -12.4399 -4.6396
H 8.4253 -11.5631 -2.7052
H 8.5318 -13.1432 -0.6669
H 8.5124 -15.0900 0.2652
H 7.5702 -17.5763 0.4297
H 6.6347 -18.5620 -1.5968
H 3.7886 -17.6194 -6.3322
H 1.3431 -17.4372 -6.0796
H 0.3431 -17.4671 -3.9880
H 1.6818 -17.6502 -1.8681
H 4.1397 -17.9594 -1.9875
H 4.4000 -20.3064 -4.1285
H 5.0878 -22.5799 -4.4426
H 7.5990 -23.1059 -4.5634
H 9.2104 -21.4146 -3.7983
H 8.5524 -19.1626 -3.4674
O 7.8091 -19.2852 -6.8138
C 6.7652 -19.2701 -7.5440
N 6.2173 -20.1792 -8.3154
C 5.0242 -19.5969 -8.9784
C 5.0683 -18.1677 -8.4333
O 4.2968 -17.2644 -8.6738
N 6.1498 -18.0435 -7.4929
C 3.7604 -20.3143 -8.5789
C 3.5305 -20.7566 -7.3045
C 2.3217 -21.3597 -7.0704
C 1.3063 -21.4995 -8.0397
C 1.4825 -20.8806 -9.2347
C 2.7073 -20.3116 -9.5231
C 5.2184 -19.5638 -10.4856
C 5.1708 -20.7874 -11.2304
C 5.3570 -20.8342 -12.6230
C 5.7115 -19.6482 -13.2911
C 5.6952 -18.4694 -12.6378
C 5.3737 -18.4426 -11.2527
H 6.5963 -21.1119 -8.4242
H 4.3299 -20.7989 -6.5749
H 2.1897 -21.8941 -6.1099
H 0.3640 -22.0223 -7.7797
H 0.7297 -20.6662 -10.0309
H 2.8485 -19.9200 -10.4885
H 5.0295 -21.7313 -10.7316
H 5.3758 -21.7763 -13.1722
H 6.0012 -19.6879 -14.3478
H 5.8497 -17.5155 -13.0880
H 5.4703 -17.4624 -10.8143

[2]
86
Properties=species:S:1:pos:R:3 method="wB97M-V/def2-TZVPD" lumo_energy_ev=-0.3 multiplicity=1 total_energy_ha=-2951.94238 total_charge=0 gap_ev=5.83 e_homo_ha=-0.2258 relative_energy_ev=6.507
Tl -0.2623 0.7929 0.5367
O 2.6164 2.9782 -1.8595
C 1.6215 2.4535 -1.3388
N 1.3413 2.1568 -0.0521
C 2.4348 1.8083 0.6605
C 3.7301 1.3775 0.4048
C 4.5930 1.1654 1.4844
C 4.1454 1.3890 2.7935
C 2.8358 1.8204 3.0179
C 2.0057 2.0155 1.9222
N 0.7428 2.4260 1.7016
C 0.2347 3.1389 2.7233
O 0.7034 4.0709 3.3869
C -1.1038 2.6499 3.0732
C -1.8158 3.1636 4.1517
C -3.0436 2.5879 4.4645
C -3.5072 1.5290 3.6897
C -2.7186 1.0936 2.6334
N -1.5299 1.6290 2.3143
C 0.5377 2.0482 -2.2524
C 0.7042 2.1016 -3.6342
C -0.3293 1.6466 -4.4486
C -1.4886 1.1604 -3.8549
C -1.5599 1.1528 -2.4695
N -0.5745 1.5823 -1.6649
H 4.0596 1.2367 -0.6159
H 5.6099 0.8473 1.2995
H 4.8121 1.2458 3.6328
H 2.4676 2.0223 4.0146
H -1.3943 3.9768 4.7295
H -3.6180 2.9566 5.3058
H -4.4528 1.0482 3.9017
H -3.0215 0.2717 1.9941
H 1.6344 2.4757 -4.0443
H -0.2202 1.6663 -5.5263
H -2.3143 0.7924 -4.4487
H -2.4344 0.7862 -1.9435
N 0.5095 -0.4061 2.0484
C 1.4922 -1.3187 1.6016
C 2.0484 -2.1871 2.5574
C 3.0182 -3.1205 2.2010
C 3.4445 -3.1979 0.8826
C 2.9044 -2.3401 -0.0803
C 1.9233 -1.3801 0.2465
P 1.2339 -0.2560 -1.0591
C -0.2422 -1.1390 -1.6658
C -1.0828 -0.4698 -2.5750
C -2.2338 -1.0791 -3.0830
C -2.5707 -2.3689 -2.6856
C -1.7584 -3.0460 -1.7803
C -0.6061 -2.4353 -1.2738
C 2.4281 -0.3787 -2.4320
C 3.5974 0.3997 -2.3588
C 4.5612 0.3553 -3.3702
C 4.3716 -0.4669 -4.4766
C 3.2198 -1.2426 -4.5710
C 2.2562 -1.1981 -3.5580
H -0.2614 -0.8835 2.5385
H 0.8509 0.1836 2.8215
H 1.7237 -2.1400 3.5936
H 3.4382 -3.7851 2.9508
H 4.1995 -3.9250 0.5943
H 3.2674 -2.4486 -1.0989
H -0.8439 0.5415 -2.9001
H -2.8651 -0.5421 -3.7857
H -3.4662 -2.8441 -3.0764
H -2.0199 -4.0516 -1.4617
H -0.0033 -2.9982 -0.5668
H 3.7711 1.0499 -1.5029
H 5.4580 0.9638 -3.2902
H 5.1192 -0.5026 -5.2643
H 3.0663 -1.8863 -5.4333
H 1.3756 -1.8261 -3.6667
S -2.5011 -0.1772 1.0314
C -3.9804 -0.8182 1.3583
N -4.2528 -1.7559 2.3283
C -5.6512 -2.1013 2.3501
C -6.2657 -1.2491 1.2405
N -5.1526 -0.5062 0.7074
H -3.5348 -2.1327 2.9347
H -6.0637 -1.8623 3.3343
H -5.7587 -3.1727 2.1591
H -7.0145 -0.5488 1.6208
H -6.7044 -1.8570 0.4445
H -5.1899 0.1654 -0.0494
H -0.6967 -0.8776 -0.1628

[3]
97
Properties=species:S:1:pos:R:3 method="wB97M-V/def2-TZVPD" lumo_energy_ev=-3.8 multiplicity=1 total_energy_ha=-6863.55887 total_charge=+1 gap_ev=6.58 e_homo_ha=-0.3803 relative_energy_ev=1.008
W -0.6504 -0.1515 -0.6795
Cl -4.4192 1.7392 -0.7786
C -3.3297 2.8869 -1.4617
C -3.8463 4.0981 -1.9489
C -3.0003 5.0318 -2.4660
Cl -3.6569 6.5149 -3.0657
C -1.6006 4.8101 -2.5061
C -0.6766 5.7646 -2.9902
C 0.6541 5.4821 -2.9522
C 1.0682 4.2382 -2.4329
N 0.2507 3.3159 -1.9927
C -1.0820 3.5843 -2.0203
C -1.9833 2.6047 -1.5031
O -1.5776 1.4239 -1.0333
H -4.9107 4.2772 -1.9043
H -1.0405 6.7074 -3.3740
H 1.3912 6.1897 -3.3044
H 2.1252 4.0096 -2.3805
O -3.1296 -1.9713 2.4861
As -3.3202 -1.6222 0.7795
O -2.4008 -3.0500 0.1226
O -1.9228 -0.5445 0.6964
C -2.8059 -3.7911 -0.9273
C -3.4387 -5.0103 -0.7294
C -3.7775 -5.8038 -1.8160
C -3.4989 -5.4046 -3.1182
C -2.8817 -4.1866 -3.3308
C -2.5358 -3.3851 -2.2439
S -1.8561 -1.8330 -2.6861
O -2.5204 -0.7723 -1.7999
O -0.4730 -1.7266 -1.9618
O -0.6086 0.7285 -3.3592
H -2.2309 -1.7810 2.7917
H -3.6470 -5.3266 0.2840
H -4.2694 -6.7518 -1.6415
H -3.7686 -6.0332 -3.9546
H -2.6671 -3.8421 -4.3355
C 2.7799 1.3407 1.1543
Si 2.7875 0.5360 -0.5263
C 3.8617 -0.9983 -0.2824
C 3.6607 1.7443 -1.6737
N 1.1876 0.1370 -1.3694
C 1.4777 -0.1454 -2.7484
C 0.6059 0.2549 -3.7668
C 0.9169 0.1161 -5.1070
C 2.1099 -0.4828 -5.4806
C 2.9597 -0.9599 -4.4967
C 2.6413 -0.7955 -3.1579
H 3.8411 1.5497 1.3341
H 2.4446 0.6833 1.9546
H 2.2451 2.2875 1.1994
H 4.2303 -0.9897 0.7460
H 4.7353 -0.9635 -0.9372
H 3.3444 -1.9431 -0.4339
H 3.9001 2.6561 -1.1212
H 3.0764 2.0096 -2.5528
H 4.6035 1.3214 -2.0250
H -1.1137 1.1207 -4.0797
H 0.2083 0.4595 -5.8525
H 2.3553 -0.5955 -6.5275
H 3.8788 -1.4635 -4.7629
H 3.3235 -1.1921 -2.4224
O -0.4092 0.2336 2.9093
C -0.2512 1.0954 2.0701
O 0.0975 0.8174 0.8062
C -0.4419 2.5302 2.3531
C -0.2678 3.4771 1.3544
C -0.4770 4.8345 1.5964
C -0.8597 5.1797 2.8691
O -1.1175 6.4163 3.3543
C -1.5015 6.2456 4.7251
O -1.3985 4.8553 5.0299
C -1.0276 4.2326 3.8751
C -0.8275 2.9009 3.6561
H 0.0598 3.1517 0.3813
H -0.3425 5.5806 0.8248
H -2.5339 6.5735 4.8523
H -0.8212 6.8113 5.3610
H -0.9633 2.1588 4.4292
N 0.3800 -2.2997 2.9596
C 0.7581 -2.9805 1.8927
S 0.6713 -2.4015 0.2892
N 1.2475 -4.2245 2.0367
C 1.5118 -4.8919 3.2689
C 1.0011 -6.1677 3.4656
C 1.2821 -6.8466 4.6409
C 2.0545 -6.2476 5.6258
C 2.5637 -4.9730 5.4240
C 2.3065 -4.2959 4.2411
H 0.0510 -1.3330 2.8529
H 0.4061 -2.7305 3.8706
H 1.3670 -4.7412 1.1796
H 0.3835 -6.6209 2.7002
H 0.8884 -7.8428 4.7900
H 2.2652 -6.7760 6.5455
H 3.1813 -4.5082 6.1807
H 2.7403 -3.3200 4.0626